[1]
Formula: C5H8N2O2
Source: the OMol25 dataset
Level of theory: wB97M-V/def2-TZVPD

Each line ends with the Mulliken charge.
Cartesian coordinates (Å):
1 C -1.793 -0.260 -1.290  -0.919
2 C -1.099 1.030 -0.754  -0.511
3 C -0.687 1.132 0.738  -0.477
4 C 0.765 0.470 0.825  0.296
5 N 2.039 1.037 0.882  -0.438
6 O 2.883 -0.061 0.528  -0.153
7 C 2.129 -1.146 0.620  0.724
8 O 2.717 -2.360 0.722  -0.496
9 N 0.900 -0.948 0.749  -0.468
10 H -0.994 -0.996 -1.665  0.199
11 H -2.531 -0.233 -2.034  0.369
12 H -2.201 -0.695 -0.241  0.187
13 H -0.264 1.106 -1.392  0.389
14 H -1.643 2.140 -1.154  0.285
15 H -0.743 2.213 1.274  0.299
16 H -1.317 0.536 1.495  0.310
17 H 1.838 -2.966 0.698  0.403

Computed properties:
Total charge: 0
Frontier orbital gap: 0.38656 Eh
SMILES string: CCCc1noc(O)n1
Spin multiplicity: 1


[2]
Formula: C2H6NO
Source: the OMol25 dataset
Level of theory: wB97M-V/def2-TZVPD

Each line ends with the Mulliken charge.
Cartesian coordinates (Å):
1 N 1.427 -0.899 -0.503  -0.663
2 C 0.278 -0.571 0.393  -0.194
3 C -0.381 0.786 -0.006  -0.407
4 O -1.709 0.806 0.096  -0.869
5 H 1.929 -1.708 -0.153  0.189
6 H 2.092 -0.122 -0.483  0.191
7 H -0.473 -1.342 0.239  0.314
8 H 0.656 -0.462 1.414  0.200
9 H 0.206 1.559 0.594  0.088
10 H 0.003 1.010 -1.047  0.150

Computed properties:
Total charge: -1
Frontier orbital gap: 0.24257 Eh
SMILES string: NCC[O-]
Spin multiplicity: 1


[3]
Formula: C23H36N4O3
Source: the OMol25 dataset
Level of theory: wB97M-V/def2-TZVPD

Each line ends with the Mulliken charge.
Cartesian coordinates (Å):
1 C -3.908 -6.526 6.347  -0.828
2 O -4.330 -6.121 5.071  -0.461
3 C -3.695 -5.057 4.487  0.819
4 C -4.140 -4.697 3.218  -0.843
5 C -3.577 -3.635 2.542  -0.108
6 C -2.534 -2.894 3.104  0.000
7 N -1.890 -1.856 2.430  0.341
8 C -1.736 -0.584 3.104  -1.270
9 C -0.568 0.182 2.486  -0.428
10 N -0.864 0.414 1.086  0.345
11 C -0.024 1.377 0.400  -0.156
12 C -0.345 2.810 0.840  -0.832
13 C 0.468 3.800 0.009  -0.563
14 C 1.958 3.471 0.131  -1.093
15 N 2.198 2.111 -0.291  0.224
16 C 2.727 1.706 -1.471  0.921
17 O 2.795 0.526 -1.763  -0.691
18 C 3.293 2.794 -2.377  -0.930
19 C 3.558 2.241 -3.778  -0.771
20 N 2.352 2.399 -4.571  0.102
21 C 2.262 1.581 -5.762  -0.894
22 C 3.179 2.056 -6.896  -0.528
23 C 2.846 3.517 -7.192  -0.586
24 C 2.923 4.310 -5.888  -0.397
25 O 2.093 3.756 -4.880  -0.416
26 C 1.497 1.145 0.529  -1.356
27 C -0.982 -0.865 0.414  -0.816
28 C -2.141 -1.658 1.021  -0.962
29 C -2.091 -3.272 4.372  -0.729
30 C -2.660 -4.327 5.059  -0.377
31 H -2.860 -6.845 6.344  0.331
32 H -4.540 -7.373 6.612  0.237
33 H -4.043 -5.731 7.089  0.327
34 H -4.946 -5.263 2.777  0.404
35 H -3.967 -3.379 1.570  0.419
36 H -1.557 -0.742 4.166  0.536
37 H -2.649 0.024 2.990  0.217
38 H -0.455 1.137 3.001  0.440
39 H 0.352 -0.412 2.621  0.307
40 H -0.270 1.296 -0.665  0.253
41 H -1.414 2.992 0.719  0.374
42 H -0.098 2.944 1.895  0.283
43 H 0.287 4.821 0.351  0.419
44 H 0.173 3.732 -1.040  0.349
45 H 2.560 4.168 -0.447  0.511
46 H 2.262 3.553 1.182  0.384
47 H 2.585 3.616 -2.476  0.358
48 H 4.217 3.167 -1.929  0.448
49 H 4.437 2.733 -4.220  0.314
50 H 3.757 1.171 -3.702  0.566
51 H 2.482 0.553 -5.473  0.383
52 H 1.221 1.633 -6.098  0.381
53 H 3.027 1.438 -7.781  0.361
54 H 4.225 1.964 -6.592  0.267
55 H 3.535 3.943 -7.923  0.347
56 H 1.831 3.583 -7.590  0.289
57 H 2.545 5.327 -6.014  0.369
58 H 3.967 4.368 -5.547  0.252
59 H 1.767 0.149 0.175  0.519
60 H 1.817 1.265 1.569  0.196
61 H -1.181 -0.694 -0.646  0.411
62 H -0.061 -1.465 0.505  0.294
63 H -2.198 -2.628 0.526  0.577
64 H -3.079 -1.104 0.848  0.401
65 H -1.270 -2.742 4.832  0.391
66 H -2.278 -4.575 6.037  0.365

Computed properties:
Total charge: 0
Frontier orbital gap: 0.30093 Eh
SMILES string: COc1ccc(N2CCN([C@H]3CCCN(C(=O)CCN4CCCCO4)C3)CC2)cc1
Spin multiplicity: 1


[4]
Formula: C5H6O
Source: the OMol25 dataset
Level of theory: wB97M-V/def2-TZVPD

Each line ends with the Mulliken charge.
Cartesian coordinates (Å):
1 C 2.559 -0.221 -0.430  -0.744
2 C 1.406 0.362 -0.380  0.156
3 C 0.112 0.446 -0.491  -0.517
4 C -0.680 -0.043 0.672  -0.399
5 C -2.126 -0.221 0.326  0.035
6 O -2.587 0.006 -0.767  -0.476
7 H 1.886 -0.573 -1.375  0.311
8 H 3.456 0.208 0.056  0.287
9 H -0.371 0.877 -1.355  0.433
10 H -0.279 -0.974 1.104  0.326
11 H -0.608 0.698 1.480  0.251
12 H -2.768 -0.564 1.160  0.340

Computed properties:
Total charge: 0
Frontier orbital gap: 0.34665 Eh
SMILES string: C=C=CCC=O
Spin multiplicity: 1


[5]
Formula: C26H64CuF6NO28S10
Source: the OMol25 dataset
Level of theory: wB97M-V/def2-TZVPD

Each line ends with the Mulliken spin population.
Cartesian coordinates (Å):
1 Cu 9.655 -20.125 11.745  0.542
2 C 13.121 -20.065 13.725  0.010
3 F 13.717 -21.142 14.245  0.002
4 F 13.867 -18.980 13.911  0.006
5 F 13.030 -20.306 12.382  0.000
6 S 11.408 -19.765 14.562  0.045
7 O 10.939 -21.074 14.902  -0.002
8 O 11.722 -18.946 15.722  0.026
9 N 10.619 -18.972 13.227  0.190
10 S 10.642 -17.373 13.557  0.053
11 O 11.946 -16.895 14.053  0.078
12 O 10.108 -16.673 12.420  0.009
13 C 9.364 -17.091 15.010  -0.012
14 F 8.524 -16.234 14.542  -0.002
15 F 8.757 -18.167 15.318  0.000
16 F 10.010 -16.592 16.008  0.002
17 O 5.386 -14.226 18.175  0.000
18 S 6.145 -14.994 17.182  0.000
19 O 7.318 -15.739 17.611  0.000
20 O 5.059 -16.039 16.612  0.000
21 C 4.662 -17.254 17.185  0.000
22 C 3.423 -17.668 16.527  0.000
23 C 6.423 -13.909 15.748  0.000
24 H 4.421 -16.967 18.208  0.000
25 H 5.558 -17.872 17.129  0.000
26 H 2.826 -18.435 17.019  0.000
27 H 3.704 -18.048 15.545  0.000
28 H 2.851 -16.753 16.367  0.000
29 H 7.332 -13.391 16.057  0.000
30 H 5.584 -13.238 15.562  0.000
31 H 6.661 -14.613 14.951  0.000
32 O 11.477 -14.005 13.132  0.002
33 S 12.417 -13.540 14.134  -0.001
34 O 12.411 -12.136 14.638  0.000
35 O 12.105 -14.555 15.516  0.001
36 C 12.471 -14.182 16.850  0.000
37 C 11.184 -13.721 17.620  0.000
38 C 14.147 -13.975 13.698  0.000
39 H 13.188 -13.362 16.887  0.000
40 H 13.080 -14.908 17.389  0.000
41 H 11.424 -13.143 18.512  0.000
42 H 10.472 -14.523 17.816  0.000
43 H 10.614 -12.955 17.093  0.000
44 H 14.785 -13.995 14.581  0.000
45 H 14.489 -13.590 12.737  0.000
46 H 14.000 -15.034 13.483  0.000
47 O 7.800 -21.170 21.510  0.000
48 S 7.298 -19.911 21.038  0.000
49 O 7.073 -18.783 21.910  0.000
50 O 8.179 -19.334 19.734  0.000
51 C 9.073 -18.272 19.996  0.000
52 C 10.106 -18.240 18.902  0.000
53 C 5.811 -20.389 20.020  0.000
54 H 9.471 -18.351 21.008  0.000
55 H 8.594 -17.293 19.993  0.000
56 H 10.673 -17.314 18.805  0.000
57 H 9.962 -18.798 17.977  0.000
58 H 10.899 -18.831 19.359  0.000
59 H 6.024 -21.449 19.887  0.000
60 H 5.917 -19.819 19.097  0.000
61 H 4.887 -20.228 20.575  0.000
62 O 11.231 -19.562 10.319  0.018
63 S 11.800 -18.573 9.369  0.003
64 O 12.294 -18.855 8.039  0.004
65 O 10.897 -17.187 9.452  0.000
66 C 11.022 -16.241 8.435  0.000
67 C 10.116 -14.996 8.675  0.000
68 C 13.265 -17.868 10.128  -0.001
69 H 10.952 -16.543 7.390  0.000
70 H 12.068 -15.933 8.471  0.000
71 H 10.339 -14.489 9.614  0.000
72 H 9.098 -15.341 8.854  0.000
73 H 10.115 -14.272 7.861  0.000
74 H 13.758 -17.168 9.453  0.000
75 H 13.856 -18.685 10.542  0.000
76 H 13.051 -17.141 10.911  0.001
77 O 7.522 -19.004 12.333  0.005
78 S 6.361 -18.692 13.156  0.000
79 O 6.232 -19.288 14.479  0.000
80 O 5.912 -17.042 13.042  0.000
81 C 6.582 -16.221 12.005  0.000
82 C 5.609 -15.746 10.936  0.000
83 C 4.758 -19.251 12.368  0.001
84 H 7.338 -16.790 11.464  0.000
85 H 7.020 -15.347 12.488  0.000
86 H 6.114 -15.083 10.233  0.000
87 H 4.822 -15.109 11.339  0.000
88 H 5.223 -16.670 10.506  0.000
89 H 4.794 -19.096 11.290  0.000
90 H 3.911 -18.774 12.862  0.000
91 H 4.660 -20.313 12.593  0.000
92 O 14.275 -18.534 16.691  -0.001
93 S 15.272 -17.473 16.554  0.001
94 O 14.917 -16.145 15.982  -0.001
95 O 16.001 -17.226 17.994  0.000
96 C 16.622 -15.966 18.197  0.000
97 C 17.586 -16.106 19.370  0.000
98 C 16.672 -18.223 15.565  0.000
99 H 15.788 -15.271 18.297  0.000
100 H 17.090 -15.503 17.329  0.000
101 H 18.199 -15.238 19.610  0.000
102 H 18.333 -16.847 19.084  0.000
103 H 16.993 -16.473 20.207  0.000
104 H 17.569 -17.945 16.118  0.000
105 H 16.450 -17.706 14.631  0.000
106 H 16.654 -19.310 15.496  0.000
107 O 8.447 -23.873 14.139  0.001
108 S 7.904 -22.495 14.080  0.005
109 O 8.450 -21.459 13.229  0.017
110 O 6.262 -22.664 13.817  0.002
111 C 5.797 -23.734 13.064  0.000
112 C 4.231 -23.702 12.907  0.000
113 C 7.661 -21.825 15.781  -0.001
114 H 6.217 -24.622 13.537  0.000
115 H 6.186 -23.623 12.051  0.000
116 H 3.932 -24.517 12.248  0.000
117 H 3.962 -22.780 12.394  0.000
118 H 3.583 -23.891 13.763  0.000
119 H 8.184 -22.500 16.458  0.000
120 H 6.583 -21.709 15.899  0.000
121 H 8.088 -20.828 15.678  0.000
122 O 15.649 -21.321 17.807  0.000
123 S 14.568 -22.192 18.419  0.000
124 O 14.648 -23.649 18.524  0.000
125 O 14.244 -21.646 19.913  0.000
126 C 13.838 -20.287 20.192  0.000
127 C 14.186 -19.861 21.669  0.000
128 C 12.849 -21.838 17.553  0.000
129 H 12.784 -20.153 19.950  0.000
130 H 14.434 -19.698 19.495  0.000
131 H 14.054 -18.780 21.692  0.000
132 H 15.220 -20.078 21.937  0.000
133 H 13.515 -20.294 22.410  0.000
134 H 12.804 -22.231 16.537  0.000
135 H 12.963 -20.754 17.576  0.000
136 H 11.998 -22.084 18.188  0.000

Computed properties:
Total charge: +1
Frontier orbital gap (spin up / spin down): 0.28181 / 0.14848 Eh
Spin multiplicity: 2
⟨S²⟩: 0.76


Strongest force on any atom across the listed records, respectively: 5.221; 1.156; 0.550; 3.716; 4.799 eV/A.